# C22H63N9O7

7 unconnected molecules or ions with the total composition C22H63N9O7 (ωB97M-V with the def2-TZVPD basis set, the OMol25 dataset).

Computed properties:
* HOMO-LUMO gap: 0.3466 Eh
* structure (SMILES): COC[C@H](C)N.COC[C@H](C)N.COC[C@H](C)N.COC[C@H](C)N.COC[C@H](C)N.NC(N)=O.NC(N)=O
* relative energy (zero: lowest compared OMol25 entry of this formula, charge and spin): 4.626 eV
* M: 565.8 g mol⁻¹
* charge: 0

```
101
Properties=species:S:1:pos:R:3:forces:R:3
C -2.2087 0.3873 3.2613 0.93 0.48 2.99
O -1.2812 0.2468 4.0205 2.71 0.75 0.84
N -2.8798 -0.6060 2.8532 -2.05 -4.45 -2.23
N -2.8572 1.4844 2.9668 -1.10 4.77 -1.05
H -2.5766 -1.5197 3.1586 -0.63 -0.22 -0.32
H -3.5832 -0.3854 2.1628 -0.23 -1.24 -0.22
H -2.5685 2.3959 3.2924 0.06 -0.36 -0.01
H -3.8112 1.3846 2.6504 0.31 0.41 0.10
C 1.8010 -3.2904 -1.4834 0.45 -1.76 0.81
O 2.3891 -4.3419 -1.7500 -0.86 0.41 -0.08
N 2.3421 -2.1030 -1.6434 2.37 3.37 -1.08
N 0.6033 -3.1271 -0.8940 -1.34 -1.62 0.28
H 1.8900 -1.2650 -1.3064 0.20 -0.36 -0.27
H 3.2495 -1.9764 -2.0685 -0.26 -0.33 0.11
H 0.3503 -2.2558 -0.4504 -0.30 -0.22 0.06
H 0.1814 -3.9698 -0.5308 -0.11 0.04 0.14
C -6.2084 1.6523 1.8363 -0.54 1.14 -0.59
C -5.8864 0.8195 0.5750 -0.76 0.50 1.18
C -5.1243 1.5987 -0.5119 -0.04 -0.40 0.01
O -5.9332 2.6379 -0.9835 -0.26 0.27 0.89
C -5.2772 3.3458 -1.9803 0.28 0.93 -0.87
N -5.1587 -0.3722 0.9835 0.58 -0.71 -1.10
H -6.2692 1.0753 2.7590 0.28 -0.12 -0.11
H -7.1667 2.1627 1.7395 -0.37 -0.39 -0.19
H -5.6057 2.5527 1.9554 0.78 -0.33 0.16
H -6.8483 0.4515 0.2180 -0.18 0.55 -0.63
H -4.7924 1.0321 -1.3818 -0.42 -0.99 -0.11
H -4.1549 1.9721 -0.1819 0.07 0.33 0.85
H -5.3891 2.8421 -2.9405 0.05 -0.02 -0.21
H -4.2144 3.5111 -1.8036 0.30 -0.42 0.30
H -5.6485 4.3676 -2.0598 -0.56 -0.17 0.03
H -5.3097 -0.9485 0.1679 0.94 -0.59 -0.44
H -5.6645 -0.9441 1.6446 -0.39 0.50 0.71
C -0.6914 0.0340 -1.6233 0.00 0.89 -0.18
C -0.0267 0.1993 -0.2508 0.66 0.65 -0.92
C -0.1927 1.6119 0.4386 -0.45 -0.91 -1.21
O 0.4021 2.6816 -0.2596 -0.99 0.58 -0.77
C 1.7972 2.6376 -0.2131 0.59 -0.39 1.30
N -0.6003 -0.8342 0.5706 0.01 0.47 0.21
H -1.7190 -0.3151 -1.5221 -0.04 -0.18 0.14
H -0.1341 -0.6825 -2.2267 -0.19 -0.05 -0.05
H -0.7644 0.9714 -2.1748 0.29 0.12 -0.05
H 1.0189 -0.0713 -0.3974 0.28 0.58 0.33
H 0.0311 1.5573 1.5039 0.83 0.00 0.17
H -1.2654 1.8050 0.4521 -0.24 0.18 -0.29
H 2.0091 2.8121 0.8417 0.77 -0.68 0.36
H 2.3977 3.4059 -0.7003 -1.05 0.21 -0.75
H 2.1074 1.6613 -0.5855 0.58 0.07 0.23
H -1.5137 -0.4100 0.6471 -0.78 -0.90 0.98
H -0.1190 -0.7618 1.4556 -0.34 -0.21 0.72
C 1.3465 1.5090 -4.7569 1.02 -0.29 0.48
C 1.0763 2.9901 -4.5327 1.16 -1.55 0.61
C 2.3242 3.9145 -4.2241 -0.51 -0.11 -1.13
O 3.0662 3.5340 -3.1149 2.09 -0.03 1.47
C 4.4690 4.0743 -3.0079 -1.83 -0.52 -0.71
N 0.2541 3.4078 -5.6473 -0.26 1.80 1.00
H 2.1193 1.3174 -5.5012 -0.06 0.16 -0.38
H 0.4286 1.0004 -5.0520 0.01 0.09 0.03
H 1.7364 1.0287 -3.8595 -0.13 0.01 0.17
H 0.5362 3.0035 -3.5860 -0.68 0.36 -0.11
H 1.9400 4.9125 -4.0129 -0.25 0.39 -0.39
H 2.9528 3.9475 -5.1140 0.16 0.09 -0.34
H 4.5762 5.1482 -3.1607 -0.64 0.18 -0.32
H 5.0451 3.5655 -3.7808 0.27 -0.07 0.26
H 4.8476 3.9319 -1.9957 -0.27 -0.65 -0.13
H 0.5144 3.1612 -6.5915 0.64 -0.37 0.24
H 0.3217 4.4122 -5.5656 -0.71 0.49 -0.73
C 5.9504 0.3942 -0.2188 -0.64 0.48 0.65
C 4.9172 0.6354 0.9278 1.47 1.21 -2.62
C 4.6546 -0.5591 1.7049 -1.67 -2.12 -0.78
O 3.3283 -0.4178 2.2789 1.38 -0.78 0.58
C 2.8165 -1.6618 2.7405 0.07 0.11 0.77
N 5.3639 1.7696 1.6809 0.49 -0.37 1.25
H 6.0387 1.3350 -0.7621 -0.04 -0.01 -0.26
H 5.6529 -0.3914 -0.9134 0.07 -0.03 0.09
H 6.9413 0.2167 0.1993 -0.04 -0.30 0.06
H 3.9662 0.9777 0.5199 -0.31 -0.84 -0.71
H 5.4578 -1.0179 2.2815 -0.06 0.85 1.16
H 4.5839 -1.3374 0.9450 -0.45 -0.38 -0.38
H 2.1833 -1.4543 3.6031 -0.56 0.09 -0.40
H 3.5481 -2.3431 3.1748 0.68 0.17 -0.19
H 2.3241 -2.2396 1.9584 -0.29 0.23 -0.19
H 4.5693 1.8438 2.2999 0.19 1.35 0.54
H 5.4792 2.5523 1.0531 -0.37 0.33 0.32
C -0.5101 -3.2247 3.2078 0.57 -1.24 -1.45
C -1.6457 -3.8311 2.3638 0.31 0.26 1.03
C -1.4427 -5.3255 1.8298 1.96 -0.20 -0.21
O -0.2096 -5.5411 0.9574 -3.48 1.06 -0.42
C 0.9603 -6.0124 1.5259 0.35 -0.11 0.30
N -2.8415 -3.5479 3.1944 -0.42 -1.79 -0.98
H 0.2924 -3.4035 2.4922 0.85 0.85 0.41
H -0.2288 -3.7194 4.1374 -0.42 -0.24 0.03
H -0.7377 -2.1769 3.4041 0.42 -0.06 -0.10
H -1.7222 -3.1148 1.5458 0.06 -0.47 -0.57
H -2.2972 -5.7408 1.2956 -0.03 0.75 -0.72
H -1.3446 -6.1159 2.5739 0.20 0.52 0.97
H 1.3708 -5.1819 2.1002 0.63 -0.55 0.50
H 1.6451 -6.3207 0.7359 -0.02 0.57 -0.31
H 0.8169 -6.9549 2.0543 -0.18 0.15 0.77
H -2.9256 -4.3599 3.7891 0.02 0.00 0.92
H -3.6359 -3.7074 2.5913 -0.63 0.31 -0.27
```
Positions in Å, forces in eV/Å.